# 1
66
Properties=species:S:1:pos:R:3:forces:R:3:mulliken_charge:R:1 method="wB97M-V/def2-TZVPD" total_charge=+1 homo_ha=-0.4302 total_energy_ha=-2496.85432 homo_lumo_gap_ev=9.6
C 2.8201 -0.6495 1.0045 -0.436 -0.447 0.417 -0.9147
C 3.0575 -0.8234 -0.4578 -0.270 0.193 0.361 0.6734
O 4.1387 -0.7835 -0.9254 1.349 0.206 -0.814 -0.5479
O 1.9868 -0.9954 -1.2933 -0.608 0.024 0.240 -0.2635
C 1.0224 -1.9852 -0.9382 -0.192 -0.031 -0.343 -0.6126
C -0.3298 -1.6751 -1.5472 -0.071 0.215 0.294 -0.9294
C -1.2138 -0.6829 -0.8033 0.839 -0.069 -0.209 0.0563
N -0.8280 0.7652 -1.0821 -0.966 -0.733 0.656 -0.1474
O 0.1106 1.2002 -0.1497 0.619 -0.246 -0.152 -0.1812
C -2.0410 1.6464 -1.0948 0.231 0.424 -0.108 -1.2575
C -1.7055 3.0650 -1.5049 -0.607 -0.199 -0.350 1.2705
C -2.9888 3.8291 -1.8390 0.467 -0.339 -0.209 -1.6244
O -0.9834 3.6273 -0.4534 -0.006 0.428 0.085 -0.3439
C -0.0636 4.6640 -0.8101 0.348 -0.070 0.251 -0.9216
C 1.2909 4.1058 -1.1543 0.363 0.004 -0.041 0.8616
C 2.3300 4.2638 -0.2405 0.342 -0.287 -0.091 -0.6198
C 3.5945 3.7254 -0.4801 -0.126 -0.063 -0.226 -0.7275
C 3.8463 3.0144 -1.6441 -0.512 0.003 -0.225 -0.4563
C 2.8227 2.8630 -2.5765 -0.283 0.287 0.338 -0.7621
C 1.5650 3.4143 -2.3355 0.319 -0.136 -0.038 -0.0519
H 2.1208 0.1423 1.2336 -0.312 0.143 -0.119 0.2725
H 2.4344 -1.5807 1.4116 -0.129 -0.026 0.245 0.3303
H 3.7453 -0.4439 1.5194 0.348 0.059 -0.153 0.3468
H 0.9091 -2.1239 0.1337 0.105 0.140 0.187 0.3141
H 1.3554 -2.9289 -1.3615 0.145 -0.191 0.012 0.4152
H -0.2160 -1.3666 -2.5853 0.019 -0.123 -0.230 0.4481
H -0.8855 -2.6068 -1.5244 -0.162 -0.169 -0.178 0.4484
H -1.0936 -0.8157 0.2633 -0.202 0.059 0.293 0.2965
H -2.2488 -0.8205 -1.0678 -0.255 0.232 -0.114 -0.2549
H -0.3437 0.7883 -1.9804 0.243 0.302 0.011 0.5553
H -0.3834 1.3701 0.6673 -0.091 0.195 -0.027 0.3641
H -2.7549 1.2158 -1.7835 -0.090 -0.262 -0.103 0.4880
H -2.4523 1.6399 -0.0881 -0.084 -0.195 0.135 0.3772
H -1.1362 2.9883 -2.4351 0.343 0.127 -0.007 -0.0848
H -3.5851 3.2228 -2.5144 -0.291 -0.058 -0.015 0.4308
H -3.5434 4.0684 -0.9410 -0.154 0.069 0.125 0.3675
H -2.7433 4.7240 -2.3963 0.007 0.355 0.136 0.4326
H -0.4646 5.3256 -1.5753 -0.169 -0.122 -0.266 0.2846
H 0.0497 5.2601 0.0869 -0.096 0.160 0.161 0.4226
H 2.1789 4.8064 0.6811 -0.171 0.099 0.073 0.3531
H 4.3933 3.8631 0.2307 0.029 0.071 0.174 0.4172
H 4.8091 2.5819 -1.8574 0.205 -0.012 0.120 0.4498
H 2.9945 2.3426 -3.5041 0.101 -0.115 -0.115 0.4222
H 0.8206 3.3039 -3.1108 -0.162 0.107 -0.063 0.5249
C -6.1196 -4.2495 -1.0187 -0.269 0.049 -0.262 -0.3645
C -5.0852 -4.4433 -2.1090 0.082 -0.326 0.105 -0.3053
O -4.3421 -3.2060 -2.1017 -0.217 0.100 0.086 -0.2963
S -4.2699 -2.6396 -0.6148 -0.352 -0.482 -0.155 1.2490
O -3.0223 -3.0044 -0.0380 0.109 0.172 0.130 -0.5419
O -4.6736 -1.2777 -0.6428 0.253 0.234 -0.013 -0.5865
O -5.4090 -3.5398 0.0162 0.245 -0.018 -0.055 -0.2960
H -6.9529 -3.6306 -1.3532 0.022 0.000 0.003 0.2985
H -6.4944 -5.1877 -0.6217 0.098 0.034 0.181 0.3169
H -5.5256 -4.5978 -3.0889 0.059 0.189 -0.060 0.3130
H -4.4005 -5.2608 -1.8782 -0.020 0.008 0.005 0.2883
C 4.0320 -2.0441 4.5939 0.058 0.276 -0.001 -0.2889
C 3.7170 -2.3101 6.0509 0.210 -0.292 0.047 -0.3566
O 2.2826 -2.2607 6.1091 -0.062 0.230 -0.201 -0.3154
S 1.6637 -2.8224 4.7517 0.414 0.071 0.101 1.1324
O 1.3191 -4.1847 4.9124 -0.210 -0.088 -0.137 -0.5482
O 0.7374 -1.8699 4.2503 -0.151 -0.028 -0.016 -0.5264
O 3.0065 -2.7500 3.8754 -0.003 -0.081 0.171 -0.2817
H 3.9583 -0.9813 4.3540 0.002 -0.010 0.028 0.2351
H 5.0071 -2.4205 4.2985 -0.076 -0.128 -0.101 0.3431
H 4.1338 -1.5609 6.7170 -0.181 0.067 0.044 0.3057
H 4.0453 -3.3036 6.3611 0.014 0.017 -0.019 0.3032

# 2
67
Properties=species:S:1:pos:R:3:forces:R:3:mulliken_charge:R:1 method="wB97M-V/def2-TZVPD" total_charge=0 homo_ha=-0.3023 de_lowest_kcal_mol=1.71 total_energy_ha=-7544.37042 homo_lumo_gap_ev=8.0
Al -2.7885 -1.6731 0.3320 -0.265 -0.165 -0.030 0.4851
C 3.0678 -1.1595 1.5161 0.039 0.029 0.044 -1.4954
C 1.6396 -1.3608 1.0101 -0.013 -0.051 0.028 -0.0824
Ge 1.2361 -0.2503 -0.5836 0.075 0.014 -0.052 -0.1643
C 1.1796 -1.4278 -2.1579 -0.052 -0.050 0.014 -0.1765
C 2.5671 -1.9777 -2.4872 0.042 -0.029 0.000 -1.2882
C 2.5916 1.1624 -0.7629 -0.024 0.033 0.028 -0.0639
C 1.9503 2.3444 -0.6572 0.052 -0.065 -0.006 -0.6592
Ge 0.0202 1.8631 -0.5248 0.041 -0.005 -0.009 -0.0027
C -0.8581 2.4805 1.1198 -0.040 -0.037 0.029 0.4347
C -0.9459 3.9951 1.3044 0.010 0.043 0.003 -1.2703
C -0.9409 2.2028 -2.2135 -0.040 -0.011 -0.006 -0.3466
C -1.4157 3.6253 -2.5024 -0.024 0.039 0.006 -1.1617
C 2.5982 3.6742 -0.6781 -0.002 0.001 0.009 0.5128
C 1.8342 4.8236 -0.8640 -0.006 0.038 -0.004 0.2219
C 2.4195 6.0813 -0.9024 -0.019 0.003 -0.006 -1.0849
C 3.7889 6.2133 -0.7410 0.024 0.004 0.004 -0.3869
C 4.5651 5.0788 -0.5351 -0.002 0.003 0.000 -0.7601
C 3.9767 3.8267 -0.5018 -0.014 -0.004 -0.003 -0.4981
H 3.2987 -1.8155 2.3594 -0.007 0.006 0.001 0.3879
H 3.2280 -0.1310 1.8431 -0.003 0.002 -0.011 0.3804
H 3.8003 -1.3647 0.7332 -0.014 -0.009 -0.010 0.3024
H 0.9207 -1.1310 1.8027 -0.029 0.016 -0.022 0.5159
H 1.4976 -2.4010 0.7003 0.014 0.001 -0.017 0.1355
H 0.7715 -0.8679 -3.0022 0.026 0.018 0.002 0.4281
H 0.4908 -2.2504 -1.9534 -0.024 0.022 0.007 0.0924
H 3.2846 -1.1744 -2.6673 -0.008 0.005 -0.002 0.3255
H 2.5506 -2.6097 -3.3777 -0.010 -0.001 0.004 0.3841
H 2.9539 -2.5888 -1.6679 -0.002 0.007 0.004 0.2941
H 3.6700 1.0915 -0.9006 0.003 0.003 -0.014 0.3521
H -0.2951 2.0371 1.9454 -0.017 -0.006 0.004 0.4366
H -1.8558 2.0389 1.1565 0.013 0.011 -0.025 -0.4324
H 0.0440 4.4491 1.3703 -0.001 -0.006 -0.006 0.3523
H -1.4847 4.2431 2.2213 0.005 -0.006 0.005 0.3986
H -1.4751 4.4765 0.4802 0.000 -0.004 -0.002 0.2165
H -1.7966 1.5245 -2.2284 0.025 -0.016 0.025 0.3365
H -0.2612 1.8621 -2.9997 -0.007 0.008 -0.007 0.4036
H -2.0722 4.0000 -1.7153 0.000 -0.009 0.003 0.2471
H -1.9798 3.6666 -3.4368 0.006 -0.009 -0.002 0.3951
H -0.5815 4.3203 -2.6028 0.007 0.003 0.007 0.2820
H 0.7609 4.7340 -0.9757 0.000 -0.017 -0.004 0.4708
H 1.8018 6.9575 -1.0540 0.002 0.000 0.002 0.3864
H 4.2501 7.1922 -0.7646 0.000 -0.001 -0.001 0.3840
H 5.6344 5.1728 -0.3934 0.000 0.004 -0.001 0.3843
H 4.5926 2.9544 -0.3251 0.000 -0.003 0.000 0.3334
S -4.9006 1.6235 1.8530 -0.041 0.075 0.031 -0.1610
C -3.9813 0.4275 1.2836 0.097 -0.097 -0.062 0.1312
S -3.1130 -0.7386 2.3272 0.032 0.006 0.098 -0.3491
S -3.6751 0.1725 -0.4535 0.006 0.043 -0.039 -0.3529
C -2.0335 -6.1388 1.9772 0.004 -0.010 0.000 -1.8161
C -2.2970 -5.0918 0.8994 0.012 0.006 -0.018 1.3121
O -2.4653 -5.6984 -0.3905 -0.006 -0.025 0.021 -0.6824
P -3.9014 -4.2789 1.1052 0.058 -0.065 0.117 0.5344
O -4.1410 -3.9350 2.6106 -0.025 0.034 -0.052 -0.5069
O -4.9820 -5.3644 0.7847 -0.048 0.059 -0.034 -0.5431
O -4.0097 -3.0543 0.2285 0.098 0.092 -0.036 -0.3611
P -0.8613 -3.9412 0.7182 0.012 0.054 0.006 0.8485
O -0.5787 -3.5811 2.2438 -0.013 -0.098 0.032 -0.6041
O 0.1884 -4.6742 -0.0007 -0.013 -0.015 -0.031 -0.8282
O -1.3543 -2.6346 0.0430 0.038 0.093 -0.026 0.1650
H -2.8040 -6.9087 1.9331 -0.001 -0.001 0.013 0.4189
H -2.0183 -5.6946 2.9704 -0.005 0.012 -0.004 0.3722
H -1.0649 -6.6015 1.7858 -0.007 -0.006 0.003 0.4083
H -1.5778 -5.8187 -0.7691 0.002 0.017 -0.010 0.4548
H -4.1503 -2.9686 2.7853 0.013 -0.027 0.014 0.2914
H -4.7984 -5.8391 -0.0412 0.027 -0.034 0.003 0.4109
H 0.2855 -3.1695 2.3879 0.004 0.074 -0.018 0.4504

# 3
63
Properties=species:S:1:pos:R:3:forces:R:3:mulliken_charge:R:1 method="wB97M-V/def2-TZVPD" total_charge=0 homo_ha=-0.3262 total_energy_ha=-1533.42566 homo_lumo_gap_ev=9.1
H -3.6164 -3.9656 0.0641 -0.371 -0.103 0.098 0.2859
N -3.2609 -4.5797 0.8016 -1.125 0.021 0.230 -0.6330
C -2.0192 -4.6182 0.6797 0.932 0.325 -0.779 -0.1043
C -1.2765 -3.8486 -0.3866 0.575 -0.439 0.343 -0.6620
C -1.2447 -2.3523 -0.0958 -0.054 -0.710 -0.427 -0.1931
O -0.1450 -1.8242 -0.7881 0.441 0.233 0.116 -0.4331
C 0.1141 -0.4553 -0.4835 -1.403 -0.208 -0.279 0.9942
C -0.8048 0.4008 -1.3786 1.133 0.067 0.100 -1.4490
C -0.9173 1.8839 -1.0219 -1.505 -0.420 -0.921 0.1688
O -2.0308 2.4147 -1.7548 0.125 0.132 0.163 -0.6142
C -1.1784 2.1641 0.4419 1.479 -0.019 -1.278 0.6572
F -2.0858 1.3525 0.9322 -1.427 -1.010 0.612 -0.2717
F -1.5603 3.3974 0.6199 -0.900 1.728 0.243 -0.2969
F -0.0863 2.0236 1.1607 1.469 -0.507 0.884 -0.2749
C 1.5739 -0.0965 -0.7216 0.371 0.863 0.203 -0.4191
N 2.3791 -0.1310 0.4705 -0.658 -0.761 -0.148 -0.2405
C 2.0911 -1.1206 1.5095 0.532 0.583 0.917 -0.0312
C 1.3997 -0.4800 2.7377 0.527 -0.241 -0.552 -1.3454
O 2.1094 -0.7318 -1.8618 -0.129 -0.166 0.108 -0.3873
C 2.6270 -2.0436 -1.6347 0.708 -0.549 -0.504 -0.0852
B 4.2174 -2.0840 -1.5132 -0.664 0.386 0.216 0.5942
O 4.7813 -2.7926 -0.4496 0.380 -0.510 -0.789 -0.5216
N 5.0781 -1.3629 -2.4611 0.179 -0.460 0.999 -0.1688
C 6.0075 -2.3665 -3.0459 -0.062 0.820 -0.026 -1.0137
C 5.8216 -0.3656 -1.6565 0.030 -0.441 -0.566 -1.1805
H -1.4209 -5.2227 1.3510 0.005 -0.136 0.305 0.3864
H -1.6990 -4.0401 -1.3661 -0.281 0.014 -0.191 0.3644
H -0.2593 -4.2252 -0.4412 0.293 0.110 0.060 0.2458
H -1.1735 -2.1780 0.9772 0.079 0.168 0.222 0.2775
H -2.1878 -1.9516 -0.4683 -0.155 0.431 0.181 0.2266
H -0.1996 -0.2803 0.5437 0.407 -0.014 0.281 0.1727
H -0.3744 0.3640 -2.3744 -0.067 -0.054 -0.308 0.2560
H -1.7944 -0.0313 -1.4498 -0.243 -0.049 0.236 0.2442
H -0.0687 2.4473 -1.3770 0.385 0.196 0.251 0.5406
H -2.8399 2.2022 -1.2696 0.020 -0.028 -0.223 0.3993
H 1.5351 0.9516 -1.0192 0.214 0.137 -0.252 0.2757
H 3.3608 0.0022 0.2848 -0.026 -0.027 -0.021 0.2574
H 1.5586 -2.0048 1.1697 -0.149 0.001 -0.280 -0.0267
H 3.0458 -1.4707 1.8904 0.249 -0.232 -0.188 0.5634
H 1.7087 0.5546 2.7600 -0.131 0.384 0.020 0.2724
H 0.3204 -0.5434 2.6921 -0.245 0.041 0.178 0.2147
H 1.7914 -0.9247 3.6462 -0.301 -0.286 0.235 0.4591
H 2.1575 -2.5851 -0.8194 -0.277 0.217 0.153 -0.0226
H 2.3978 -2.6235 -2.5367 -0.184 -0.005 -0.112 0.2354
H 4.5523 -3.7312 -0.4882 -0.214 0.275 0.550 0.2952
H 7.0204 -2.1996 -2.6822 0.141 -0.132 0.026 0.3809
H 6.0036 -2.2600 -4.1262 0.059 -0.108 -0.179 0.2906
H 5.7302 -3.3831 -2.7845 -0.045 -0.243 -0.064 0.3033
H 6.4383 -0.8372 -0.8860 0.092 -0.024 0.095 0.3618
H 6.4722 0.1843 -2.3284 0.051 0.355 0.042 0.3889
H 5.1195 0.3020 -1.1700 -0.087 0.335 -0.043 0.3113
C -6.4947 4.4373 2.7210 -0.008 -0.008 0.027 -0.3471
C -6.4398 5.5397 1.8802 -0.016 0.022 -0.016 -0.4014
C -5.3784 5.6886 0.9986 0.003 0.002 -0.024 -0.5322
C -4.3675 4.7375 0.9585 -0.045 0.001 0.033 -0.1836
C -4.4185 3.6392 1.8074 -0.103 0.046 -0.006 -0.0287
C -5.4827 3.4886 2.6862 -0.012 0.002 -0.008 -0.6519
H -7.3259 4.3181 3.4045 0.008 0.007 0.003 0.3564
H -7.2259 6.2837 1.9113 0.002 -0.007 -0.006 0.3579
H -5.3384 6.5474 0.3405 0.000 -0.003 0.003 0.3536
H -3.5416 4.8541 0.2692 0.005 0.005 0.011 0.3703
H -3.6324 2.9013 1.7851 -0.016 -0.009 0.049 0.2954
H -5.5227 2.6308 3.3458 0.004 0.002 -0.006 0.3626